Entry 1:
{"formula": "CH2BrClO", "method": "ωB97M-V/def2-TZVPD", "species": ["Cl", "C", "Br", "O", "H", "H"], "coordinates": [[-0.1743, 1.4494, -0.0071], [0.9863, 0.3246, -0.0610], [-2.3728, -0.2032, -0.0244], [-1.1496, -1.3874, 0.0081], [1.8007, 0.3429, 0.7229], [0.9097, -0.5263, -0.6384]], "mulliken_charge": [-0.070, -0.403, 0.250, -0.434, 0.271, 0.386], "total_charge": 0, "multiplicity": 1, "orbital_gap_ev": [9.10, 6.71], "total_energy_ha": -3148.54757, "largest_force_ev_per_a": 3.42, "lumo_ev": [-0.434, -1.905], "de_lowest_ev": 4.950}

***

Entry 2:
{"formula": "CH2BrClO", "method": "ωB97M-V/def2-TZVPD", "species": ["H", "C", "H", "Br", "O", "Cl"], "coordinates": [[1.0153, -0.8717, 0.4141], [-2.2296, -0.2034, 0.8058], [-1.1781, -0.3869, -0.8766], [-3.9862, -0.2361, -0.0602], [-1.2342, -0.2593, 0.0658], [2.3151, -1.0918, 0.0390]], "mulliken_spin": [-0.001, 1.584, 0.038, 0.244, 0.134, 0.001], "total_charge": 0, "multiplicity": 3, "orbital_gap_ev": [7.88, 9.14], "total_energy_ha": -3148.57426, "largest_force_ev_per_a": 5.18, "lumo_ev": [0.434, -2.036], "de_lowest_ev": 0.000}

***

Entry 3:
{"formula": "CH2BrF2NO2S", "method": "ωB97M-V/def2-TZVPD", "species": ["F", "Br", "O", "F", "O", "C", "H", "N", "S", "H"], "coordinates": [[0.7416, 2.8173, 0.7127], [2.3544, 2.1754, 2.6758], [0.9027, -0.8554, 1.9825], [2.2310, 1.0413, 0.0657], [-0.9161, 0.8684, 2.6159], [1.1485, 1.7571, 1.3296], [0.0288, -0.5986, -0.1710], [-0.5237, 0.1396, 0.1885], [0.1075, 0.3314, 1.7607], [-1.5463, 0.0059, 0.0601]], "mulliken_charge": [-0.114, 0.019, -0.518, -0.438, -0.542, 0.520, 0.278, -0.523, 1.047, 0.272], "total_charge": 0, "multiplicity": 1, "orbital_gap_ev": 11.08, "total_energy_ha": -3416.37779, "largest_force_ev_per_a": 5.03, "lumo_ev": -0.392, "de_lowest_ev": 2.175}

***

Entry 4:
{"formula": "CH2BrFO", "method": "ωB97M-V/def2-TZVPD", "species": ["O", "H", "C", "F", "Br", "H"], "coordinates": [[0.4829, -0.2398, -0.7037], [-0.8776, -0.5931, 0.7695], [-0.5586, 0.1040, -0.0958], [-0.8025, 1.3968, 0.4125], [3.0836, -0.3673, 0.3099], [-1.3278, -0.3006, -0.6925]], "mulliken_charge": [-0.353, 0.266, -0.007, -0.242, -0.004, 0.340], "total_charge": 0, "multiplicity": 1, "orbital_gap_ev": [5.65, 5.66], "total_energy_ha": -2788.24196, "largest_force_ev_per_a": 4.37, "lumo_ev": [-4.527, -4.545], "de_lowest_ev": 4.866}

***

Entry 5:
{"formula": "CH2BrNO4", "method": "ωB97M-V/def2-TZVPD", "species": ["H", "C", "O", "O", "Br", "N", "O", "O", "H"], "coordinates": [[0.9068, -1.6557, 1.1904], [-0.0397, -0.2919, -0.0459], [0.6324, -0.6746, 1.3840], [-1.1888, 1.4567, 0.8484], [-1.9038, -1.2575, -0.1819], [-0.2945, 1.1421, 0.1622], [0.7113, -0.6192, -1.0723], [0.4419, 1.8304, -0.5108], [0.7345, 0.0698, -1.7741]], "mulliken_charge": [0.363, 0.480, -0.493, -0.478, -0.157, 0.918, -0.411, -0.606, 0.384], "total_charge": 0, "multiplicity": 1, "orbital_gap_ev": 10.01, "smiles": "O=[N+]([O-])C(O)(O)Br", "total_energy_ha": -2968.88978, "largest_force_ev_per_a": 5.22, "lumo_ev": -0.840, "de_lowest_ev": 2.432}

***

Entry 6:
{"formula": "CH2BrNO4", "method": "ωB97M-V/def2-TZVPD", "species": ["O", "O", "Br", "H", "H", "N", "C", "O", "O"], "coordinates": [[1.1963, 0.6206, 2.0136], [-0.4252, -0.6822, 0.5949], [-2.6980, 2.3674, -1.7068], [0.7714, -0.2431, 2.2496], [-1.0929, 0.6688, -1.4209], [0.8704, 1.1704, 0.8707], [-0.0621, 0.3962, 0.1062], [1.3442, 2.2205, 0.4483], [-0.3848, 1.0210, -0.9929]], "mulliken_charge": [-0.485, -0.613, 0.003, 0.411, 0.330, 0.732, 0.595, -0.581, -0.392], "total_charge": 0, "multiplicity": 1, "orbital_gap_ev": [10.45, 4.71], "total_energy_ha": -2968.86560, "largest_force_ev_per_a": 4.44, "lumo_ev": [-0.690, -3.988], "de_lowest_ev": 3.090}

***

Entry 7:
{"formula": "CH2BrP", "method": "ωB97M-V/def2-TZVPD", "species": ["P", "H", "Br", "H", "C"], "coordinates": [[-0.5499, 1.2994, -0.0055], [-1.8171, 0.6998, -0.0753], [2.2199, -0.4068, -0.0202], [-0.1028, -1.3615, 0.1577], [0.2500, -0.2309, -0.0568]], "mulliken_charge": [0.010, 0.032, -0.123, 0.280, -0.198], "total_charge": 0, "multiplicity": 1, "orbital_gap_ev": 8.94, "smiles": "[H]/P=C/Br", "total_energy_ha": -2954.59889, "largest_force_ev_per_a": 3.20, "lumo_ev": -0.466, "de_lowest_ev": 1.089}

***

Entry 8:
{"formula": "CH2Cl2O2P2", "method": "ωB97M-V/def2-TZVPD", "species": ["C", "Cl", "O", "Cl", "P", "H", "O", "H", "P"], "coordinates": [[-1.8758, -0.5200, 0.4585], [1.3850, 1.9476, -1.3704], [0.0542, -0.5886, -1.2941], [1.0557, 0.7090, 1.6797], [1.6730, 0.4393, -0.2265], [-1.1680, 0.1658, 1.0515], [2.9778, -0.1615, -0.3684], [-2.7468, -0.8219, 0.9769], [-1.3552, -1.1698, -0.9072]], "mulliken_charge": [-0.184, -0.065, -0.413, -0.139, 0.988, -0.064, -0.445, 0.306, 0.016], "total_charge": 0, "multiplicity": 1, "orbital_gap_ev": 7.55, "total_energy_ha": -1792.87510, "largest_force_ev_per_a": 4.25, "lumo_ev": -1.645, "de_lowest_ev": 2.336}